Version i
# C5H7N

One molecule with the formula C5H7N (wB97M-V/def2-TZVPD, OMol25).

Cartesian coordinates (Å):
N: -2.83 -0.58 -0.02
C: 0.35 -1.34 0.02
C: 1.58 0.87 -0.01
C: -0.83 0.89 0.02
C: 0.25 0.16 0.03
C: -2.41 0.57 0.00
H: -0.53 -1.80 0.47
H: 2.15 0.63 0.89
H: 0.41 -1.68 -1.01
H: 1.26 -1.66 0.54
H: -2.98 1.49 0.01
H: 1.46 1.94 -0.07
H: 2.14 0.52 -0.87

- Lowest unoccupied orbital energy (alpha / beta): -0.021 / -0.018 Ha
- E_HOMO (alpha / beta): -9.6 / -9.3 eV
- HOMO-LUMO gap (alpha / beta): 9.0 / 8.8 eV
- Total charge: 0
- M: 81.12 g mol⁻¹


Version ii
# C5H7N

One molecule with the formula C5H7N (wB97M-V/def2-TZVPD, OMol25).

Cartesian coordinates (Å):
N: -1.11 0.06 0.85
C: 0.63 1.57 0.64
C: -0.44 -1.40 -1.13
C: -0.70 1.23 1.17
C: 1.02 0.51 -0.08
C: -0.02 -0.57 0.09
H: -1.52 -1.36 -1.28
H: -0.17 -2.45 -0.98
H: 0.06 -1.07 -2.05
H: 1.94 0.35 -0.62
H: -1.32 1.90 1.76
H: 1.18 2.49 0.83
H: 0.44 -1.26 0.81

- Lowest unoccupied orbital energy: 0.029 Ha
- SMILES: C[C@H]1C=CC=N1
- E_HOMO: -9.6 eV
- HOMO-LUMO gap: 10.4 eV
- Total charge: 0
- M: 81.12 g mol⁻¹


Version iii
# C5H7N

A 2-piece molecular cluster, C5H7N overall (wB97M-V/def2-TZVPD, OMol25).

Cartesian coordinates (Å):
N: 0.80 -1.97 -1.47
C: 1.46 -2.25 -2.34
C: -0.22 -0.79 1.24
C: -0.27 1.32 -0.02
C: -0.96 2.34 -0.43
C: 0.39 0.30 0.42
H: -1.46 2.35 -1.39
H: -1.06 3.22 0.17
H: 1.45 0.21 0.22
H: -0.11 -1.75 0.74
H: -1.28 -0.60 1.40
H: 0.28 -0.85 2.21
H: 2.08 -2.51 -3.16

- Lowest unoccupied orbital energy: 0.035 Ha
- SMILES: C=C=CC.C#N
- E_HOMO: -9.0 eV
- HOMO-LUMO gap: 10.0 eV
- Total charge: 0
- M: 81.12 g mol⁻¹


Version iv
# C5H7N

One molecule with the formula C5H7N (wB97M-V/def2-TZVPD, OMol25).

Cartesian coordinates (Å):
N: 1.36 -1.06 -0.27
C: -0.43 0.76 -0.61
C: -1.39 0.12 -0.01
C: 0.97 0.25 -0.80
C: 1.90 0.13 0.36
C: -2.43 -0.40 0.58
H: -0.77 1.73 -1.00
H: -2.61 -0.21 1.63
H: 1.52 0.42 1.34
H: 2.97 0.28 0.23
H: -3.13 -1.01 0.03
H: 0.61 -1.46 0.29
H: 1.42 0.45 -1.77

- Lowest unoccupied orbital energy: 0.037 Ha
- SMILES: C=C=C[C@H]1CN1
- E_HOMO: -9.1 eV
- HOMO-LUMO gap: 10.1 eV
- Total charge: 0
- M: 81.12 g mol⁻¹


Least stable of them? version i.


Version i
# C5H7N

One molecule with the formula C5H7N (wB97M-V/def2-TZVPD, OMol25).

Cartesian coordinates (Å):
N: 1.04 -0.47 1.37
C: 0.63 -0.37 -1.14
C: -0.92 0.85 0.14
C: -0.21 0.66 -1.18
C: -0.36 -0.27 1.02
C: 0.52 -1.11 0.16
H: 1.68 0.29 1.19
H: -2.01 0.73 0.08
H: 0.48 -2.19 0.16
H: 1.35 -0.63 -1.91
H: -0.35 1.34 -2.03
H: -0.73 1.87 0.52
H: -1.03 -0.70 1.77

- Lowest unoccupied orbital energy: 0.043 Ha
- SMILES: C1=C[C@H]2N[C@H]2C1
- E_HOMO: -9.0 eV
- HOMO-LUMO gap: 10.2 eV
- Total charge: 0
- M: 81.12 g mol⁻¹


Version ii
# C5H7N

One molecule with the formula C5H7N (wB97M-V/def2-TZVPD, OMol25).

Cartesian coordinates (Å):
N: -0.45 0.44 -0.27
C: 2.41 -1.64 0.32
C: 1.53 -0.98 -0.18
C: 0.59 -0.19 -0.86
C: -0.95 -0.07 1.02
C: -1.11 1.45 -0.80
H: -2.03 1.79 -0.34
H: 3.22 -2.20 0.75
H: -0.74 1.88 -1.72
H: 0.77 0.10 -1.89
H: -1.84 -0.67 0.83
H: -0.18 -0.69 1.49
H: -1.21 0.77 1.67

- Lowest unoccupied orbital energy (alpha / beta): 0.026 / 0.026 Ha
- E_HOMO (alpha / beta): -6.7 / -6.7 eV
- HOMO-LUMO gap (alpha / beta): 7.4 / 7.4 eV
- Total charge: 0
- M: 81.12 g mol⁻¹


Least stable of them? version ii.


Version i
# C3H6N2O2

One molecule with the formula C3H6N2O2 (wB97M-V/def2-TZVPD, OMol25).

Cartesian coordinates (Å):
O: 1.40 0.91 -0.21
O: -0.75 -0.62 -1.57
N: -1.86 1.03 1.25
N: 0.46 1.45 0.71
C: -0.77 -0.94 -0.21
C: 1.65 -0.31 0.11
C: -0.86 0.63 0.75
H: 2.07 -0.91 -0.68
H: -1.44 0.03 -1.74
H: 0.26 2.38 0.35
H: -1.74 -1.25 0.15
H: 1.69 -0.60 1.15
H: -0.11 -1.80 -0.06

- Lowest unoccupied orbital energy (alpha / beta): -0.048 / 0.001 Ha
- E_HOMO (alpha / beta): -7.5 / -8.6 eV
- HOMO-LUMO gap (alpha / beta): 6.2 / 8.6 eV
- Total charge: 0
- M: 102.09 g mol⁻¹


Version ii
# C3H6N2O2

C3H6N2O2 as an isolated structure (wB97M-V/def2-TZVPD, OMol25).

Cartesian coordinates (Å):
O: -2.42 0.03 -0.23
O: -0.51 -2.11 -0.04
N: -0.56 1.19 0.72
N: -0.45 -0.92 0.69
C: -1.25 0.13 0.39
C: 1.53 0.40 -0.45
C: 0.67 0.51 0.77
H: 2.13 1.31 -0.54
H: -0.72 -1.89 -0.97
H: 1.23 0.60 1.70
H: 2.21 -0.45 -0.37
H: -2.80 0.91 -0.32
H: 0.93 0.29 -1.36

- Lowest unoccupied orbital energy: 0.024 Ha
- E_HOMO: -8.9 eV
- HOMO-LUMO gap: 9.6 eV
- Total charge: 0
- M: 102.09 g mol⁻¹


Version iii
# C3H6N2O2

A 2-piece molecular cluster, C3H6N2O2 overall (wB97M-V/def2-TZVPD, OMol25).

Cartesian coordinates (Å):
O: -0.59 1.67 0.95
O: 1.99 2.65 0.71
N: -0.39 -0.55 0.35
N: 1.64 0.38 0.10
C: -0.60 -1.52 -0.70
C: 1.66 1.56 0.50
C: -0.99 0.70 0.25
H: -1.14 -2.39 -0.31
H: -1.66 -0.14 0.97
H: -1.39 0.91 -0.77
H: 2.23 -0.31 0.53
H: 0.38 -1.87 -1.02
H: -1.12 -1.09 -1.57

- Lowest unoccupied orbital energy: -0.010 Ha
- E_HOMO: -9.6 eV
- HOMO-LUMO gap: 9.3 eV
- Total charge: 0
- M: 102.09 g mol⁻¹


Version iv
# C3H6N2O2

C3H6N2O2 as an isolated structure (wB97M-V/def2-TZVPD, OMol25).

Cartesian coordinates (Å):
O: 1.63 1.20 -0.55
O: 1.76 -1.10 -0.15
N: -0.75 -1.50 -0.06
N: -2.11 0.31 0.62
C: -1.11 -0.26 0.16
C: 0.22 0.95 -0.61
C: 1.68 0.08 0.23
H: -1.25 -2.21 0.45
H: -2.07 1.29 0.87
H: -0.01 0.59 -1.61
H: 0.33 -1.63 -0.20
H: 1.95 0.37 1.26
H: -0.27 1.90 -0.41

- Lowest unoccupied orbital energy: 0.018 Ha
- E_HOMO: -9.4 eV
- HOMO-LUMO gap: 9.9 eV
- Total charge: 0
- M: 102.09 g mol⁻¹


Least stable of them? version i.


Version i
# C5H6N2O2

C5H6N2O2 as an isolated structure (wB97M-V/def2-TZVPD, OMol25).

Cartesian coordinates (Å):
O: -1.06 -2.24 1.15
O: -0.81 -0.80 -0.53
N: -0.59 0.46 -0.90
N: -0.82 0.52 2.84
C: -0.50 1.08 0.32
C: -0.87 -1.08 0.72
C: 1.06 -0.69 -2.44
C: -0.70 0.25 1.35
C: 0.42 0.48 -2.02
H: -0.13 1.49 2.77
H: 1.13 1.45 -2.08
H: 2.33 -0.86 -3.00
H: 0.12 1.95 0.44
H: -0.11 -0.40 3.26
H: 0.54 -1.61 -1.88

- Lowest unoccupied orbital energy: 0.016 Ha
- E_HOMO: -8.7 eV
- HOMO-LUMO gap: 9.2 eV
- Total charge: 0
- M: 126.11 g mol⁻¹


Version ii
# C5H6N2O2

C5H6N2O2 as an isolated structure (wB97M-V/def2-TZVPD, OMol25).

Cartesian coordinates (Å):
O: 1.96 1.88 1.13
O: -0.68 1.85 0.63
N: 2.63 -0.31 0.97
N: -1.78 0.16 -0.49
C: -0.02 -1.30 -0.66
C: -0.69 0.81 -0.02
C: 0.46 -0.12 -0.24
C: 1.81 0.20 0.21
C: -1.49 -1.20 -0.89
H: 1.00 2.05 1.17
H: 2.74 0.92 1.72
H: -1.74 -1.37 -1.95
H: 0.52 -2.25 -0.67
H: -2.04 -1.93 -0.29
H: -2.67 0.61 -0.62

- Lowest unoccupied orbital energy: -0.009 Ha
- E_HOMO: -9.0 eV
- HOMO-LUMO gap: 8.8 eV
- Total charge: 0
- M: 126.11 g mol⁻¹


Least stable of them? version i.


Version i
# C5H6N2O2

One molecule with the formula C5H6N2O2 (wB97M-V/def2-TZVPD, OMol25).

Cartesian coordinates (Å):
O: -3.30 0.71 1.14
O: -0.44 1.33 0.46
N: -0.93 3.43 0.86
N: -3.82 4.12 2.04
C: -2.88 2.02 1.23
C: -4.60 0.70 1.46
C: -3.89 2.80 1.75
C: -5.04 1.93 1.84
C: -1.63 2.41 0.64
H: -5.12 -0.24 1.30
H: 0.12 2.93 0.70
H: -6.06 2.22 2.08
H: -0.81 0.49 0.77
H: -2.98 4.61 1.77
H: -4.68 4.65 2.11

- Lowest unoccupied orbital energy: 0.020 Ha
- SMILES: [H]/N=C(\O)c1occc1N
- E_HOMO: -8.2 eV
- HOMO-LUMO gap: 8.8 eV
- Total charge: 0
- M: 126.11 g mol⁻¹


Version ii
# C5H6N2O2

C5H6N2O2 as an isolated structure (wB97M-V/def2-TZVPD, OMol25).

Cartesian coordinates (Å):
O: -0.04 0.07 3.45
O: 0.94 0.73 -0.52
N: -1.78 -0.62 0.97
N: -2.06 -1.22 -0.10
C: -1.11 -0.63 -1.10
C: -0.15 0.06 -0.24
C: -0.72 0.04 1.04
C: 0.08 0.34 2.01
C: 1.43 0.48 -1.94
H: 2.07 1.52 -2.07
H: -1.16 -0.10 3.52
H: 1.02 0.84 1.51
H: -0.87 -1.14 -2.19
H: 0.20 0.38 -2.49
H: 2.16 -0.76 -1.87

- Lowest unoccupied orbital energy: -0.021 Ha
- E_HOMO: -8.8 eV
- HOMO-LUMO gap: 8.3 eV
- Total charge: 0
- M: 126.11 g mol⁻¹


Least stable of them? version ii.


Version i
# C5H6N2O2

A 2-piece molecular cluster, C5H6N2O2 overall (wB97M-V/def2-TZVPD, OMol25).

Cartesian coordinates (Å):
O: 1.15 -0.87 -0.52
O: -1.87 -2.75 3.62
N: -3.29 0.51 -0.21
N: -2.06 -1.97 1.44
C: -2.05 -2.34 2.57
C: 0.49 0.24 -0.29
C: -2.08 0.54 -0.34
C: -0.85 0.39 -0.34
C: 1.39 1.45 -0.09
H: 0.97 2.31 -0.57
H: 0.53 -1.54 -0.66
H: -2.69 -1.27 0.90
H: 2.37 1.23 -0.52
H: 1.58 1.60 1.03
H: -3.87 1.34 -0.30

- Lowest unoccupied orbital energy: 0.007 Ha
- SMILES: CC(O)=C=C=N.N=C=O
- E_HOMO: -8.9 eV
- HOMO-LUMO gap: 9.1 eV
- Total charge: 0
- M: 126.11 g mol⁻¹


Version ii
# C5H6N2O2

C5H6N2O2 as an isolated structure (wB97M-V/def2-TZVPD, OMol25).

Cartesian coordinates (Å):
O: 1.57 -0.81 0.56
O: -1.29 -1.50 -0.37
N: 2.01 1.09 -0.48
N: -1.59 -0.37 -0.05
C: 2.92 -0.72 0.31
C: 1.10 0.31 0.02
C: -3.10 -0.06 -0.01
C: -0.88 0.68 0.24
C: 3.18 0.42 -0.37
H: 4.12 0.86 -0.76
H: -1.27 1.76 0.45
H: -3.58 -0.68 -0.84
H: -3.57 -0.53 0.79
H: 3.67 -1.45 0.56
H: -3.29 1.00 -0.03

- Lowest unoccupied orbital energy: 0.027 Ha
- E_HOMO: -9.1 eV
- HOMO-LUMO gap: 9.8 eV
- Total charge: 0
- M: 126.11 g mol⁻¹


Least stable of them? version ii.


Version i
# C24H28N2O7

One molecule with the formula C24H28N2O7 (wB97M-V/def2-TZVPD, OMol25).

Cartesian coordinates (Å):
O: -1.38 1.98 2.39
O: 0.58 2.29 0.73
O: 1.10 2.07 -3.60
O: 2.36 -0.09 -4.97
O: 1.96 -0.18 4.94
O: 1.15 -2.28 -1.53
O: -2.78 -0.02 4.87
N: -0.68 0.78 4.98
N: -0.99 -3.02 -1.55
C: -1.42 -2.98 -3.97
C: 2.20 2.26 -4.46
C: 1.62 2.53 -0.19
C: 0.41 1.66 4.63
C: -0.85 -3.77 -2.78
C: 0.01 -2.19 -1.13
C: -1.78 -0.31 1.65
C: -0.41 -1.17 -0.13
C: 0.49 0.85 -3.75
C: 1.11 -0.21 -4.43
C: 0.45 -1.42 -4.55
C: -1.41 -0.55 -3.32
C: -0.77 0.67 -3.21
C: -0.80 -1.61 -3.99
C: -1.11 0.90 1.60
C: -0.26 -0.27 5.89
C: -1.44 -1.34 0.78
C: 0.89 -1.04 5.25
C: 0.29 0.04 -0.16
C: -2.29 1.84 3.45
C: 3.08 1.01 -4.46
C: -1.93 0.78 4.49
C: 1.55 0.82 4.04
C: -0.05 1.08 0.69
H: 1.85 2.46 -5.48
H: -3.30 1.60 3.08
H: 1.27 2.45 -1.22
H: -1.12 -0.92 6.08
H: 1.29 -1.79 5.95
H: 2.45 1.83 -0.03
H: -2.51 -2.90 -3.87
H: 0.07 0.18 6.83
H: -1.36 -4.73 -2.68
H: 0.22 -3.93 -2.92
H: 2.75 3.13 -4.08
H: -2.33 2.82 3.93
H: 0.77 2.15 5.55
H: -1.23 1.49 -2.69
H: 0.11 2.42 3.91
H: 0.96 -2.22 -5.06
H: -2.57 -0.47 2.36
H: 0.53 -1.55 4.34
H: 3.41 0.80 -3.43
H: 3.95 1.14 -5.10
H: 2.43 1.45 3.86
H: 1.10 0.12 -0.86
H: -1.20 -3.52 -4.89
H: -2.39 -0.68 -2.88
H: -1.94 -2.78 -1.28
H: -1.96 -2.28 0.86
H: 1.96 3.54 0.02
H: 1.22 0.37 3.09

- Lowest unoccupied orbital energy: 0.026 Ha
- SMILES: COc1cc(C(=O)NCCc2ccc3c(c2)OCCO3)ccc1OCC(=O)N1CCOCC1
- E_HOMO: -8.3 eV
- HOMO-LUMO gap: 9.0 eV
- Total charge: 0
- M: 456.49 g mol⁻¹


Version ii
# C24H28N2O7

One molecule with the formula C24H28N2O7 (wB97M-V/def2-TZVPD, OMol25).

Cartesian coordinates (Å):
O: 0.26 1.20 -0.55
O: 2.39 2.24 1.01
O: -2.57 2.90 -0.86
O: 0.71 -3.63 1.14
O: 1.13 -0.25 -2.02
O: -0.06 -1.55 1.42
O: 4.47 2.43 0.19
N: 4.00 -1.72 -0.87
N: -2.61 0.64 -0.96
C: -6.39 -0.44 0.35
C: 3.31 0.34 0.03
C: -3.92 0.43 -0.49
C: -3.15 -1.68 -1.26
C: -2.04 -0.95 2.62
C: 2.96 -2.43 -0.33
C: -0.55 1.82 -1.54
C: 2.42 3.62 1.35
C: 4.25 -0.40 -0.60
C: 1.93 -0.25 0.27
C: -2.00 -0.66 -1.28
C: -1.16 -2.09 2.15
C: -4.80 1.35 0.05
C: 5.61 0.06 -1.01
C: -5.51 -1.36 -0.20
C: -6.04 0.89 0.47
C: 3.48 1.75 0.40
C: 0.85 -2.43 0.98
C: 1.96 -1.77 0.31
C: -4.27 -0.91 -0.62
C: 1.04 4.00 1.87
C: 1.07 0.20 -0.91
C: -2.01 1.84 -1.08
C: 3.08 -3.91 -0.49
H: -0.77 -2.66 3.00
H: -2.88 -1.34 3.19
H: -6.74 1.59 0.90
H: -7.36 -0.77 0.69
H: 0.28 3.77 1.13
H: -1.26 -0.90 -0.52
H: -2.89 -2.57 -0.70
H: -0.22 2.86 -1.64
H: -0.43 1.30 -2.49
H: 3.11 -4.15 -1.55
H: -5.78 -2.40 -0.30
H: -2.43 -0.38 1.78
H: -1.71 -2.78 1.51
H: 3.19 3.79 2.11
H: 5.72 -0.05 -2.08
H: 1.49 0.15 1.18
H: 4.00 -4.26 -0.03
H: 0.81 3.43 2.77
H: -1.51 -0.62 -2.25
H: 5.75 1.10 -0.74
H: -3.43 -1.98 -2.27
H: -4.53 2.39 0.14
H: 2.24 -4.41 -0.03
H: 2.68 4.21 0.46
H: 4.72 -2.24 -1.35
H: -1.47 -0.27 3.25
H: 6.37 -0.54 -0.52
H: 1.01 5.06 2.10

- Lowest unoccupied orbital energy: 0.013 Ha
- SMILES: CCOC(=O)C1=C(C)NC(C)=C(C(=O)OCC)C1C(=O)OCC(=O)N1CCc2ccccc21
- E_HOMO: -8.3 eV
- HOMO-LUMO gap: 8.6 eV
- Total charge: 0
- M: 456.49 g mol⁻¹


Least stable of them? version i.


Version i
# H24O12

A 12-piece molecular cluster, H24O12 overall (wB97M-V/def2-TZVPD, OMol25).

Cartesian coordinates (Å):
O: 2.63 -1.37 -1.89
O: -3.10 1.48 2.08
O: 0.86 -0.55 1.58
O: -1.64 2.48 -0.80
O: 1.99 -3.54 -0.51
O: -2.49 0.17 -2.31
O: -4.09 2.29 -2.64
O: 3.41 1.00 -0.52
O: -1.25 -2.51 -0.27
O: 0.82 0.95 -0.55
O: -0.51 2.67 1.82
O: 2.94 -1.34 3.02
H: 3.55 0.81 -1.45
H: 2.88 0.32 -0.12
H: -0.56 -3.03 -0.71
H: 2.41 -2.29 -1.62
H: -0.03 -0.37 1.24
H: -1.56 0.07 -2.55
H: -1.97 -3.12 -0.54
H: 1.09 -3.34 -0.18
H: 2.03 -1.55 3.23
H: -1.26 2.72 2.43
H: 2.51 -3.15 0.20
H: -1.95 2.38 0.11
H: -2.24 0.32 -1.37
H: 1.39 1.42 -1.19
H: -3.08 0.64 1.61
H: -0.63 2.41 -0.55
H: -3.15 2.55 -2.72
H: -3.64 1.28 2.85
H: 3.19 -1.06 -1.15
H: -3.91 1.32 -2.62
H: 1.18 0.29 1.91
H: 0.92 -0.01 -0.83
H: 3.50 -2.10 2.89
H: -0.27 1.77 2.11

- Lowest unoccupied orbital energy: -0.018 Ha
- SMILES: O.O.O.O.O.O.O.O.O.O.O.O
- E_HOMO: -9.9 eV
- HOMO-LUMO gap: 9.4 eV
- Total charge: 0
- M: 216.18 g mol⁻¹


Version ii
# H24O12

A 12-piece molecular cluster, H24O12 overall (wB97M-V/def2-TZVPD, OMol25).

Cartesian coordinates (Å):
O: -3.08 -1.40 -1.27
O: -1.25 -1.19 1.33
O: 0.36 0.32 -0.14
O: 0.49 -1.45 2.72
O: -0.82 1.07 -1.73
O: 3.52 -2.50 -1.59
O: 3.81 3.20 0.35
O: -3.95 -1.52 0.43
O: -0.30 2.53 -0.36
O: -2.62 4.19 -0.37
O: 5.46 -0.60 -0.09
O: -0.49 -3.15 -1.22
H: 4.79 -0.07 -0.53
H: -0.38 -2.46 -0.55
H: -0.03 1.07 0.32
H: 1.10 -1.25 2.01
H: -1.25 2.41 -0.41
H: 0.48 -0.65 3.26
H: -1.00 -2.05 1.69
H: 3.06 -3.30 -1.31
H: -1.19 -0.59 2.08
H: 3.10 3.04 0.99
H: 5.00 -0.98 0.67
H: -0.90 0.27 -2.26
H: 0.14 1.19 -1.64
H: -3.51 4.52 -0.50
H: 2.82 -1.83 -1.61
H: -0.12 -0.44 0.20
H: -3.11 -1.93 0.68
H: -0.30 -3.97 -0.74
H: 3.71 4.12 0.11
H: -3.79 -0.80 -1.04
H: -4.57 -1.82 1.10
H: -2.69 3.61 0.40
H: -0.19 3.47 -0.17
H: -2.32 -1.05 -0.79

- Lowest unoccupied orbital energy: -0.018 Ha
- SMILES: O.O.O.O.O.O.O.O.O.O.O.O
- E_HOMO: -8.9 eV
- HOMO-LUMO gap: 8.5 eV
- Total charge: 0
- M: 216.18 g mol⁻¹


Version iii
# H24O12

A 12-piece molecular cluster, H24O12 overall (wB97M-V/def2-TZVPD, OMol25).

Cartesian coordinates (Å):
O: 0.91 -1.68 2.17
O: -0.03 -0.12 0.14
O: 3.22 2.10 0.72
O: -0.85 -0.37 -3.27
O: 1.71 1.47 -1.41
O: 1.40 -1.62 -2.84
O: -2.65 -1.30 -1.58
O: -1.46 2.16 -1.22
O: 0.56 1.03 2.49
O: -1.11 -0.41 4.29
O: -2.94 0.33 2.12
O: -0.31 -2.73 -0.91
H: 3.04 3.03 0.92
H: -0.27 -0.24 3.89
H: 1.92 -2.00 -3.55
H: 0.28 1.76 3.04
H: 1.44 0.73 2.75
H: -0.12 -2.61 -1.82
H: 0.07 0.34 0.98
H: -2.63 1.21 2.12
H: -1.26 -0.81 -4.02
H: 2.67 2.00 -0.09
H: 2.00 0.96 -2.14
H: 1.98 -1.52 -2.07
H: 0.03 -0.81 -3.13
H: 0.11 -2.05 2.48
H: -1.46 0.45 4.48
H: 0.77 -1.16 1.39
H: 1.79 2.37 -1.77
H: -1.90 -0.87 -1.97
H: 0.53 0.34 -0.52
H: -1.05 1.36 -0.97
H: -2.73 -2.20 -2.01
H: -1.02 2.86 -0.77
H: -0.32 -1.83 -0.59
H: -2.33 -0.18 2.70

- Lowest unoccupied orbital energy: -0.020 Ha
- SMILES: O.O.O.O.O.O.O.O.O.O.O.O
- E_HOMO: -9.5 eV
- HOMO-LUMO gap: 8.9 eV
- Total charge: 0
- M: 216.18 g mol⁻¹


Least stable of them? version ii.